Entry 1:
ORCA calculation (ωB97M-V/def2-TZVPD) on 8 unconnected molecules or ions with the total composition C51H51BN2O31P.

Summary:
Orbital gap: 2.6 eV
Charge: -1
2S+1: 1
Lowest unoccupied orbital energy: -0.8 eV

```
137
C51H51BN2O31P | OMol25 | ωB97M-V/def2-TZVPD
C -0.36719 -4.28652 1.17806
C 0.65331 -3.98534 -0.03514
N 0.16041 -2.84077 -0.84281
B 0.96747 -1.55368 -0.64200
C 1.37633 -1.21627 0.92242
C 1.22835 0.37307 1.24761
C 2.63189 1.13869 1.37436
C 3.22445 1.46814 -0.07534
N 3.91279 2.79396 -0.17191
C 5.06189 2.85670 0.77318
C 2.99575 3.90111 -0.01388
C 1.72448 3.90883 -0.99900
O 3.11515 4.85183 0.78608
P 2.48833 -1.48265 -1.86531
O 3.30006 -3.00184 -1.90893
O 1.71530 -1.32101 -3.42849
H -0.95812 -5.25430 0.99831
H -1.16745 -3.46398 1.23393
H 0.13390 -4.27806 2.20702
H 1.73651 -3.90995 0.28125
H 0.58948 -4.91217 -0.71996
H -0.84905 -2.70006 -0.75509
H 0.25188 -0.65049 -1.00953
H 0.73949 -1.74531 1.70195
H 2.48084 -1.50561 1.08686
H 0.57709 0.91027 0.48536
H 0.71176 0.45584 2.26498
H 2.53173 2.06632 2.04619
H 3.36651 0.45582 1.93291
H 4.02139 0.67743 -0.30111
H 2.41446 1.30861 -0.85407
H 5.37016 1.77529 0.99958
H 5.94250 3.35282 0.23172
H 4.83050 3.33036 1.77552
H 1.52299 4.96544 -1.34978
H 1.95991 3.24780 -1.89314
H 0.83486 3.43390 -0.47184
H 4.19999 -2.79978 -2.24066
H 1.52478 -0.36754 -3.52419
C -1.81822 -4.78549 -6.51089
C -2.12661 -5.64784 -5.54074
C -1.51945 -5.54265 -4.18111
O -1.84442 -6.34156 -3.31723
C -0.54650 -4.47614 -3.94371
C -0.23305 -3.61254 -4.91611
C -0.86155 -3.70168 -6.26695
O -0.56766 -2.88693 -7.12747
O 0.66905 -2.62243 -4.70702
O -3.00914 -6.66007 -5.74850
H -2.25347 -4.85037 -7.49952
H -0.09942 -4.41984 -2.95785
H 0.72170 -2.13593 -5.55030
H -3.05948 -7.13596 -4.89738
C 1.60399 -6.37689 -10.42807
C 2.73139 -7.07227 -10.26868
C 3.80341 -6.61434 -9.33903
O 4.81221 -7.28821 -9.20671
C 3.59828 -5.35646 -8.61902
C 2.47134 -4.65671 -8.77963
C 1.38669 -5.12888 -9.68935
O 0.36598 -4.47620 -9.79845
O 2.26943 -3.49041 -8.12151
O 2.95048 -8.22911 -10.94658
H 0.81821 -6.69972 -11.09768
H 4.39137 -5.02702 -7.96127
H 1.38424 -3.17992 -8.40213
H 3.83023 -8.53649 -10.65643
C 2.22354 4.06107 6.75978
C 1.78580 4.00479 5.49936
C 1.20088 2.75393 4.93485
O 0.79495 2.74558 3.78924
C 1.14460 1.57037 5.79822
C 1.58564 1.62715 7.05620
C 2.14454 2.88456 7.62907
O 2.52072 2.90174 8.78964
O 1.54336 0.53904 7.87039
O 1.85425 5.08329 4.68017
H 2.64768 4.96197 7.18226
H 0.73461 0.66524 5.37136
H 1.91613 0.83814 8.72103
H 1.47709 4.78836 3.82788
C -4.46179 0.51995 2.17701
C -3.33096 1.06724 2.62269
C -2.62029 0.52183 3.81259
O -1.58057 1.04059 4.17769
C -3.21462 -0.62593 4.50373
C -4.34808 -1.17151 4.05895
C -5.04447 -0.64139 2.85193
O -6.06863 -1.17790 2.46561
O -4.91547 -2.23308 4.68689
O -2.77762 2.14673 2.01045
H -4.98627 0.90536 1.31358
H -2.69796 -1.00136 5.37677
H -5.71937 -2.43813 4.17248
H -1.96716 2.34861 2.51906
C -7.17566 4.21822 4.03198
C -7.43042 5.40219 4.59239
C -6.40853 6.10821 5.41683
O -6.67307 7.19760 5.89682
C -5.11613 5.45282 5.62136
C -4.86060 4.26622 5.06398
C -5.87349 3.57118 4.21602
O -5.60077 2.49806 3.70786
O -3.66974 3.64606 5.24641
O -8.63195 6.01493 4.43434
H -7.90759 3.69674 3.42998
H -4.39075 5.96859 6.23608
H -3.73080 2.81139 4.74445
H -8.56480 6.85245 4.93205
C -4.41181 11.29221 6.07172
C -5.47086 10.47657 6.05886
C -6.80918 10.94855 5.59551
O -7.74890 10.17400 5.57885
C -6.93758 12.34820 5.17815
C -5.87972 13.16153 5.19510
C -4.53667 12.68321 5.63187
O -3.59126 13.45281 5.61565
O -5.98169 14.46086 4.81434
O -5.37302 9.18744 6.46468
H -3.43611 10.96310 6.40270
H -7.91607 12.68294 4.86133
H -5.08393 14.83111 4.91529
H -6.27833 8.80241 6.35895
C 6.41681 -8.09684 -6.52617
C 7.56176 -7.54196 -6.12235
C 8.29442 -8.05035 -4.92736
O 9.34678 -7.53007 -4.60049
C 7.70539 -9.16803 -4.18405
C 6.55893 -9.72069 -4.58546
C 5.84081 -9.22960 -5.79648
O 4.80592 -9.77236 -6.14187
O 5.99797 -10.75463 -3.90769
O 8.10933 -6.48994 -6.78438
H 5.87627 -7.73847 -7.39349
H 8.23712 -9.51619 -3.30897
H 5.18158 -10.97206 -4.39690
H 8.92829 -6.27623 -6.29856
```

***

Entry 2:
ORCA calculation (ωB97M-V/def2-TZVPD) on 32 unconnected molecules or ions with the total composition C12H75BINO34.

Summary:
Energy relative to the best compared isomer or geometry (same formula, charge and spin): 6.3086 eV
Orbital gap: 7.0 eV
2S+1: 1
Lowest unoccupied orbital energy: -2.1 eV

```
124
C12H75BINO34 | OMol25 | ωB97M-V/def2-TZVPD
C -0.07508 1.18852 5.56093
B 0.26945 2.22896 4.33056
O 0.59079 3.62587 4.53872
C 0.26775 1.55154 2.83248
C 1.24697 2.01479 1.68392
C 1.23150 1.29708 0.28185
C 0.19783 0.15059 0.12233
C -0.79280 -0.28624 1.24666
C -0.79381 0.39923 2.62952
C -1.65983 -1.47622 0.63014
O -2.82851 -1.85497 0.92031
N -0.77313 -1.99150 -0.41715
C 0.04618 -3.21246 -0.12158
C 1.55603 -2.93176 0.31963
C 1.72192 -2.45216 1.85497
I 2.59698 -4.88757 0.20957
C -0.13278 -0.85064 -1.07723
O 0.10072 -0.70237 -2.31097
H -1.18489 1.23315 5.87059
H 0.62693 1.43239 6.44975
H 0.11758 0.09197 5.24154
H 1.57342 3.62857 4.67904
H 1.99774 2.85964 1.86657
H 1.92524 1.55667 -0.57884
H -1.53078 0.07003 3.43569
H 0.02762 -3.99419 -0.97489
H -0.45403 -3.75195 0.77329
H 2.14750 -2.24888 -0.37640
H 1.66755 -1.31567 1.99135
H 0.96421 -2.95829 2.56208
H 2.79538 -2.74806 2.16570
O -2.90249 0.98057 7.16915
H -3.08207 0.03098 7.14528
H -3.75000 1.37273 7.41951
O 0.26287 -4.98964 3.22096
H 0.07364 -5.93659 3.17237
H -0.58008 -4.59517 3.47962
O 2.11456 -6.96204 3.68441
H 2.50726 -6.90480 4.56469
H 2.42973 -6.16491 3.23531
O 0.40637 5.74494 6.51554
H 0.38629 4.96497 5.94046
H 1.29591 5.73639 6.89003
O -3.17916 0.71919 10.26354
H -2.78690 1.52961 10.61060
H -3.05031 0.78723 9.30807
O 4.40097 -7.63011 0.53408
H 4.02118 -8.29006 -0.05876
H 5.33377 -7.88124 0.59777
O 6.73727 -7.46525 1.96033
H 5.96951 -7.47951 2.54829
H 7.49009 -7.55332 2.55713
O -2.18684 -1.11866 -4.08618
H -2.95455 -1.14161 -3.49476
H -1.42868 -1.19223 -3.48792
O -5.70981 -1.69292 -0.25668
H -5.72151 -2.46306 -0.83992
H -4.82703 -1.71149 0.13494
O -0.13625 -3.50054 -5.52552
H 0.17606 -2.91821 -4.82354
H -0.52401 -2.89293 -6.17936
O 1.48955 6.93167 3.85675
H 1.07022 7.31937 3.07661
H 0.80751 6.98777 4.54041
O 0.34021 1.12509 -5.14010
H -0.46898 0.69922 -4.81830
H 0.52916 1.79943 -4.47439
O -2.65144 1.56213 -2.39731
H -2.67023 0.79930 -2.98904
H -1.76122 1.54631 -2.02267
O 3.68736 7.74831 2.16115
H 3.26933 8.13591 1.38178
H 3.00389 7.80602 2.84627
O -1.21583 3.70706 -6.25584
H -0.67333 3.04818 -5.80240
H -0.61196 4.10358 -6.90028
O -0.09475 -5.54603 -2.71879
H 0.27966 -6.20733 -3.31373
H -0.80498 -5.14268 -3.23562
O -0.92303 8.19069 3.00683
H -1.34059 8.57769 2.22628
H -1.60453 8.24710 3.68881
O -8.43334 -2.63922 -0.83703
H -7.66975 -2.09358 -0.59966
H -8.12390 -3.16282 -1.58588
O -3.94991 -3.30467 -3.76104
H -4.82402 -3.27355 -4.17027
H -3.35682 -2.97941 -4.45171
O -6.09007 -0.22606 -2.92543
H -5.71525 -0.15222 -2.03683
H -5.76855 0.56235 -3.38273
O 3.03217 -0.23220 -1.70582
H 2.15711 -0.21153 -2.12124
H 3.62624 0.09285 -2.39452
O 4.30341 -1.17570 0.86753
H 4.61758 -0.60416 1.57892
H 3.91675 -0.56936 0.22316
O 4.34162 9.69266 4.29588
H 4.71576 9.01102 3.72224
H 3.62819 10.07261 3.77020
O -0.20034 6.24048 0.93049
H -0.28865 6.32694 1.88931
H -0.84126 5.55757 0.69752
O 3.69177 6.83030 -1.19121
H 2.92773 6.83213 -0.60054
H 4.44849 6.76931 -0.59439
O -0.05455 -1.21395 -7.03482
H 0.64819 -1.30318 -7.69055
H 0.24099 -0.48640 -6.47148
O -0.84233 4.02743 -9.34644
H -1.01442 3.07845 -9.37708
H -1.69083 4.41212 -9.09231
O 4.18616 -8.70017 5.59829
H 4.09718 -8.64964 6.55818
H 3.54071 -9.36974 5.33843
O -1.09942 -5.78688 -7.01408
H -0.39651 -5.87952 -7.66795
H -0.80078 -5.05805 -6.45030
O -4.04159 1.27877 -5.08403
H -3.50158 0.61269 -4.64001
H -3.43852 1.68102 -5.72185
O -0.01911 1.83636 -8.01812
H -0.78294 1.81855 -7.42870
H 0.73626 1.77125 -7.42218
```

***

Entry 3:
ORCA calculation (ωB97M-V/def2-TZVPD) on 3 unconnected molecules or ions with the total composition C34H53BClN3O6.

Summary:
Orbital gap (alpha / beta): 7.0 / 7.9 eV
2S+1: 3
Lowest unoccupied orbital energy (alpha / beta): -1.3 / -1.3 eV

```
98
C34H53BClN3O6 | OMol25 | ωB97M-V/def2-TZVPD
C 7.60317 -3.06628 1.99088
C 6.23952 -3.50829 1.43541
C 5.88120 -2.85264 0.09634
C 5.67419 -1.33093 0.27252
C 4.31597 -0.77010 -0.06726
C 4.01795 0.50482 0.22320
C 4.98778 1.45497 0.86225
C 5.12515 1.24280 2.33973
N 6.18688 1.60618 2.91981
C 2.67347 1.04981 -0.08260
O 2.50663 2.20048 -0.38676
C 1.55699 0.07614 0.00169
C 0.28784 0.49254 0.37723
C -0.71640 -0.46547 0.49382
C -0.47005 -1.81562 0.22769
B -1.68525 -2.81831 0.41799
O -1.95153 -3.85776 -0.44840
O -2.55110 -2.61540 1.46873
C 0.82092 -2.20150 -0.17672
Cl 1.16404 -3.87688 -0.46688
C 1.84421 -1.25461 -0.28902
C 3.24813 -1.57170 -0.72010
O 3.45360 -2.38388 -1.57819
H 7.48352 -2.33799 2.78780
H 8.22272 -2.63752 1.20922
H 8.11840 -3.93158 2.39127
H 5.42613 -3.36271 2.14460
H 6.28774 -4.57767 1.23592
H 6.73115 -2.99934 -0.56203
H 5.00491 -3.35712 -0.28304
H 6.45110 -0.76845 -0.23808
H 5.82395 -1.11058 1.32865
H 4.60124 2.46395 0.71857
H 5.95751 1.41206 0.37924
H 4.31685 0.76418 2.89490
H 6.13169 1.40838 3.91757
H 0.08973 1.52792 0.59829
H -1.69518 -0.14804 0.81664
H -1.39823 -4.60681 -0.20123
H -2.08169 -2.46850 2.29564
C -7.12180 -2.92983 0.58241
C -6.47706 -4.00197 1.50285
C -5.57305 -4.93121 0.68804
C -6.34054 -5.91366 -0.19333
C -7.36345 -6.69254 0.63276
C -8.30522 -5.78342 1.42274
N -7.53320 -4.78062 2.21860
O -7.04645 -5.33428 3.28089
C -9.28042 -5.09241 0.45179
C -9.17294 -6.62145 2.35438
C -5.61395 -3.24242 2.50150
H -6.66554 -1.95386 0.74240
H -7.01154 -3.16381 -0.47722
H -8.18149 -2.79782 0.79180
H -4.93862 -5.50164 1.37395
H -4.89867 -4.32668 0.07898
H -6.83437 -5.38739 -1.01503
H -5.63967 -6.61036 -0.65710
H -7.95546 -7.33899 -0.01879
H -6.83060 -7.35313 1.32409
H -9.89685 -4.36016 0.97534
H -9.95087 -5.83256 0.01500
H -8.79012 -4.59128 -0.37991
H -8.57917 -7.24212 3.02259
H -9.80372 -7.28366 1.76188
H -9.82069 -5.98734 2.96159
H -6.22264 -2.59369 3.13560
H -4.90288 -2.62213 1.96423
H -5.03884 -3.90710 3.14450
C 2.04242 4.80966 -2.99545
C 3.18080 5.52355 -2.21609
C 2.78727 5.70342 -0.74939
C 1.73356 6.78491 -0.52437
C 2.17190 8.10275 -1.16179
C 2.52975 7.95535 -2.64128
N 3.50372 6.83939 -2.84565
O 4.69392 7.22042 -2.51364
C 1.24331 7.72741 -3.45640
C 3.12482 9.25846 -3.16182
C 4.38230 4.58950 -2.28328
H 2.31046 3.77846 -3.21938
H 1.10550 4.77994 -2.43797
H 1.85090 5.28168 -3.95734
H 3.67833 5.96393 -0.16796
H 2.43424 4.74800 -0.35884
H 0.76720 6.46891 -0.92757
H 1.58291 6.92986 0.54735
H 1.38104 8.84907 -1.05906
H 3.03706 8.49012 -0.61441
H 1.47713 7.51705 -4.50099
H 0.62873 8.62743 -3.43300
H 0.62160 6.91888 -3.07804
H 3.98893 9.57691 -2.58203
H 2.37598 10.04768 -3.09933
H 3.42982 9.16016 -4.20470
H 4.72218 4.45612 -3.31205
H 4.09548 3.61570 -1.88814
H 5.22370 4.94427 -1.68920
```

***

Entry 4:
ORCA calculation (ωB97M-V/def2-TZVPD) on a gas-phase ion, C4H11N4 (charge +1).

Summary:
Energy relative to the best compared isomer or geometry (same formula, charge and spin): 1.1766 eV
SMILES: [H]/N=C/NCNC(C)=[NH2+]
Orbital gap: 10.8 eV
Charge: +1
2S+1: 1
Lowest unoccupied orbital energy: -2.9 eV

```
19
C4H11N4 | OMol25 | ωB97M-V/def2-TZVPD
C -2.39748 0.22049 -0.54032
C -0.93318 -0.90092 1.04142
C 1.12387 0.10354 0.17341
C 2.37289 -0.12695 -0.60705
N -1.61117 1.24649 -0.40249
N 0.31292 -0.88964 0.29753
N -2.08763 -0.99531 0.09610
N 0.77462 1.36894 0.58849
H -3.36930 0.34221 -0.96865
H -1.01037 -1.67973 1.73479
H -0.95297 0.12884 1.65457
H 3.13457 -0.57454 -0.00105
H 2.65349 0.92427 -0.92714
H 2.20348 -0.70979 -1.59956
H -1.73907 2.14401 -0.85312
H 0.40638 -1.82279 -0.05101
H -2.87444 -1.48032 0.45154
H -0.24123 1.51338 0.85949
H 1.34906 2.04250 0.20114
```

***

Entry 5:
ORCA calculation (ωB97M-V/def2-TZVPD) on a molecular structure, C23H26N4O5.

Summary:
Energy relative to the best compared isomer or geometry (same formula, charge and spin): 18.4647 eV
Orbital gap: 8.8 eV
2S+1: 1
Lowest unoccupied orbital energy: 0.3 eV

```
58
C23H26N4O5 | OMol25 | ωB97M-V/def2-TZVPD
O 1.98458 3.24415 -1.59809
C 2.58851 2.94986 -0.62173
N 3.59671 2.14927 -0.51909
H 3.85520 1.80204 0.39566
C 3.98386 1.13628 -1.77362
C 3.78973 -0.24865 -1.36550
C 4.47986 -1.14624 -0.47432
C 4.00283 -2.28669 -0.97766
C 2.95363 -2.11142 -1.83513
O 2.92384 -0.88864 -2.08886
H 2.27357 -2.63357 -2.17840
H 4.24396 -3.13058 -0.51646
H 5.41486 -0.94923 -0.11729
H 5.03030 1.66947 -1.74478
H 3.35837 1.59868 -2.61908
C 1.91695 3.51790 0.83710
C 0.76350 2.65812 1.25336
N 0.74357 1.32893 1.03106
C 0.00793 0.98652 -0.05478
O -0.98493 1.61707 -0.38865
N -0.01031 -0.45186 -0.40550
C 0.65590 -1.22965 0.61042
C 0.65139 -2.59668 0.38198
C 1.36746 -3.49024 1.28464
C 2.33444 -2.85126 1.78789
C 2.52431 -1.63566 2.17241
C 1.66472 -0.98707 1.40829
C 1.77449 0.80012 1.58919
O 2.47063 1.14336 2.45798
H 3.14708 -1.25388 2.97215
H 2.95136 -3.57378 2.57950
H 1.29090 -4.63473 0.88333
H -0.03248 -3.09932 -0.33066
C -0.71921 -1.03727 -1.50353
H -0.15009 -1.75351 -1.97494
H -0.77160 0.14624 -2.11633
C -2.05746 -1.45229 -1.27083
O -2.33278 -2.62814 -0.83232
N -2.95861 -0.44398 -0.75050
H -2.72391 0.59879 -0.67540
C -4.20762 -0.79887 -0.13419
H -4.57803 -1.73030 -0.09674
C -4.55599 -0.20581 1.15587
C -4.95868 1.13448 0.92323
H -5.45761 1.78469 1.71248
C -5.75342 1.06901 -0.26104
H -5.98819 1.96133 -0.73587
H -6.73746 0.65084 0.18476
C -5.27953 0.14462 -1.26094
H -6.20492 -0.54479 -1.50188
H -4.76330 0.55134 -2.05256
H -4.03828 1.93307 0.53467
H -3.34759 -0.17698 1.60110
H -5.17021 -0.80327 1.74641
H -0.03235 3.12139 0.78482
H 0.65095 3.07123 2.48577
H 2.75816 3.39798 1.38236
H 1.66103 4.60759 0.62026
```

***

Entry 6:
ORCA calculation (ωB97M-V/def2-TZVPD) on a gas-phase ion, C5H12NS (charge -1).

Summary:
Energy relative to the best compared isomer or geometry (same formula, charge and spin): 1.0884 eV
SMILES: CN(C)CCC[S-]
Orbital gap: 5.7 eV
Charge: -1
2S+1: 1
Lowest unoccupied orbital energy: 3.6 eV

```
19
C5H12NS | OMol25 | ωB97M-V/def2-TZVPD
C 0.69683 -0.83237 0.66595
C 1.98914 -0.05524 0.55587
S 2.40239 0.43029 -1.17776
C -0.53334 0.10472 0.86459
N -1.67611 -0.32708 0.03418
C -2.81570 -0.78352 0.83503
C -2.03772 0.66289 -0.95439
H 0.74001 -1.54352 1.47234
H 0.45568 -1.42566 -0.21739
H 1.87196 0.90221 1.06069
H 2.81055 -0.68544 0.88734
H -0.19611 1.11674 0.63096
H -0.83238 0.10887 1.91874
H -3.57626 0.00860 0.94188
H -2.46171 -1.11099 1.80777
H -3.31264 -1.59420 0.31485
H -1.45724 0.49982 -1.87025
H -3.07831 0.50517 -1.26203
H -1.87435 1.70445 -0.65334
```

***

Listing total energy for the structures above in their given order: -130128.0835, -93539.8611, -66070.2522, -10280.0130, -40455.8290, -17704.7023 eV.